Formula: C45H49FeGeN5O2P2S2Se
Source: the OMol25 dataset
Level of theory: ωB97M-V with the def2-TZVPD basis set

Calculated values
HOMO-LUMO gap (spin up / spin down) = 6.76 / 7.46 eV
LUMO energy (spin up / spin down) = -3.26 / -2.56 eV
Multiplicity = 2
Net charge = +1
<S²> = 0.79
DFT total energy = -9389.37336 Eh

The geometry in XYZ format:
```
108
C45H49FeGeN5O2P2S2Se | the OMol25 dataset | ωB97M-V with the def2-TZVPD basis set
H 2.6538 3.1102 -4.9227
O -1.0615 -1.5109 -2.4697
C -5.3880 -0.9211 -2.1630
C -2.6447 -5.0145 -0.6126
C -1.2287 -3.9444 2.7955
C -2.6357 3.4631 2.4325
H -0.9170 2.6076 -6.3210
H -4.0541 1.0122 1.9613
C -2.9983 0.9105 2.2117
H -0.3922 -2.6329 1.3356
H 0.7776 4.0881 -1.4560
C -0.7177 1.2964 -3.2890
H 5.1932 4.7727 -1.1998
C 2.0318 2.4115 3.9654
H -1.0358 0.2574 -3.2646
S -0.0167 -2.2209 -1.7837
N 0.3396 -1.3208 -0.4640
H -2.2828 -5.0592 4.2946
H 1.1162 -4.8540 -1.4577
H 0.9711 2.6428 3.9617
H -4.0880 -3.3786 4.5122
C 3.5031 -2.2656 1.3701
H 0.2543 -0.5276 4.7602
H 2.8428 0.4395 -0.8448
C 3.3646 1.3842 -0.9080
S 2.6127 -2.8866 0.0256
H -1.5915 1.9247 -3.4689
C -1.2080 -2.7935 2.0213
H 1.1960 4.0362 -4.5615
C -0.2000 3.6483 -1.6287
H 1.2587 -0.9317 -4.9908
H 2.2134 -0.2722 -3.6722
C 5.0302 2.7680 -1.9515
H 5.8126 2.8986 -2.6875
C -2.2251 -1.8488 2.1194
C -2.2614 2.1965 2.0641
C -3.3907 0.1519 -1.3704
C 2.6947 2.1437 2.7662
C -1.8703 -6.1801 -0.5399
H -0.4995 3.8576 -2.6516
C 4.0877 2.1225 5.1768
H 2.6598 0.0903 -5.3503
H -4.2915 0.5509 -3.2705
Se -0.0768 1.7171 -1.4930
H -0.4351 -4.6727 2.6874
H -2.6798 -2.9296 -1.0614
C -1.5087 4.2972 2.2397
H -6.2738 -2.3471 -0.8227
C 3.0158 2.4353 -0.0622
H 2.2093 2.6249 6.0886
H 1.3950 4.4204 2.1904
H -3.6028 3.7476 2.8151
H 5.8152 1.6608 3.9918
C -3.2800 -3.2217 3.8097
H 3.3215 -0.5329 2.6336
H 0.1031 -6.9971 -0.7965
C 4.0603 1.8771 2.7840
H -3.4377 -7.4530 -0.2099
Fe -0.0050 0.6673 0.8696
H -0.9504 0.8456 -6.4905
P 1.7466 2.2328 1.2161
C -0.5041 3.5022 1.7513
H -3.7051 -5.0603 -0.3933
C 2.7264 2.4008 5.1645
H 2.0563 3.1758 -3.2667
C 1.4925 -1.5725 0.1770
H -1.9382 -8.2188 -0.3739
H 0.3761 1.7750 -7.1901
C -0.3007 1.7080 -6.3379
Ge 0.6932 1.5227 -4.6667
C 0.0676 -4.8981 -1.1996
H 3.4373 4.4773 0.4918
C 4.6839 3.8219 -1.1165
H -0.9434 4.0356 -0.9364
C 0.0314 0.0718 2.7072
H -6.1343 -1.0628 -2.9335
H -2.9288 0.5432 3.2388
H 0.9922 4.4083 0.4820
C -2.0687 -3.8170 -0.9732
C 1.8227 -0.0577 -4.6666
H -4.0687 -1.3619 3.1361
C 2.9509 -1.1215 1.8126
N 1.8260 -0.7138 1.1251
C -0.7072 -3.7446 -1.2487
C -2.2640 -4.1617 3.6903
H 4.3874 -2.7597 1.7356
C 0.9064 3.8413 1.4061
N -0.9541 2.1992 1.6262
C -4.4958 -1.4876 -0.0036
P -2.2060 -0.3219 1.1097
C -3.2613 -2.0760 3.0304
C -3.4456 -0.5856 -0.1961
C 1.7498 3.1303 -4.3126
N 0.1541 -0.2491 3.8058
C 3.6848 3.6551 -0.1700
C 4.3738 1.5504 -1.8449
H -2.5908 0.8603 -1.5189
C -4.3558 -0.0179 -2.3521
H -1.4352 5.3547 2.4385
O 1.2092 -2.5410 -2.4707
N -2.4372 -7.3735 -0.1579
H 4.5902 1.6912 1.8580
H -4.5535 -2.0843 0.8963
C -5.4616 -1.6500 -0.9821
C -0.5045 -6.1013 -0.8353
H 4.6367 0.7291 -2.4989
C 4.7525 1.8642 3.9875
H 4.6323 2.1262 6.1118
```